No. 1
Formula: C28H22BrN8O7V
Source: the Open Molecules 2025 dataset
Level of theory: ωB97M-V/def2-TZVPD

Properties
Kohn-Sham gap (alpha / beta): 0.2547 / 0.2506 hartree
energy: -151377.5010 eV

ORCA input file:
```
! wB97M-V def2-TZVPD RIJCOSX def2/J DEFGRID3
* xyz 0 3
V 0.18503 -0.51787 1.20781
O -1.32436 1.17803 4.52660
C -0.50609 0.70026 3.52964
O -1.09598 -0.14749 2.67655
C 0.71265 0.05729 4.17168
O 1.49256 -0.63891 3.15351
C 2.74134 0.01190 2.83213
C 2.60230 0.95664 1.65780
O 3.30258 1.92361 1.53012
O 1.65178 0.58292 0.80919
H -2.18800 1.31203 4.11036
H 0.33415 -0.70263 4.85139
H 1.32895 0.76894 4.71194
H 3.43501 -0.78050 2.54817
H 3.13402 0.53644 3.69933
N -1.46862 -1.91816 -8.90705
C -1.28832 -1.79006 -7.77992
C -1.06051 -1.62780 -6.35534
C -1.98709 -2.12972 -5.44868
C -1.77631 -1.95944 -4.09083
C -0.63991 -1.30025 -3.63459
C 0.28736 -0.80904 -4.54868
C 0.07807 -0.96690 -5.90813
C -0.41063 -1.09259 -2.17304
C -1.25593 -0.20967 -1.50764
C -2.31218 0.54971 -2.06880
C -2.82573 1.33491 -1.06672
C -2.06204 1.04958 0.08982
N -1.13415 0.12576 -0.15159
C 0.65025 -1.80153 -1.61350
C 1.49502 -2.74458 -2.26131
C 2.37347 -3.21271 -1.31427
C 2.03618 -2.54191 -0.11313
N 1.01971 -1.71034 -0.27677
H -2.86572 -2.64700 -5.80942
H -2.49508 -2.34435 -3.37860
H 1.16899 -0.29374 -4.18953
H 0.79106 -0.57836 -6.62252
H -2.63472 0.50706 -3.09725
H -3.64018 2.03821 -1.13124
H -2.15658 1.48649 1.07094
H 1.43151 -3.03604 -3.29704
H 3.16586 -3.93156 -1.44409
H 2.49430 -2.66426 0.86084
Br 0.92506 7.53745 -0.89004
C 0.79270 6.10767 0.34075
C 0.94441 6.36767 1.69485
C 0.85490 5.31159 2.58731
C 0.60221 4.02576 2.12816
C 0.45213 3.78135 0.77101
C 0.55487 4.82787 -0.13366
C 0.50583 2.94439 3.14473
O 0.86934 3.06120 4.28644
O -0.09632 1.83799 2.65084
H 1.12806 7.37414 2.04331
H 0.98386 5.47144 3.64941
H 0.28786 2.77285 0.41572
H 0.45641 4.64859 -1.19513
N -0.61024 -5.53939 2.99136
N -0.90805 -4.38203 2.27720
N -1.85882 -4.35099 1.37762
C -1.71771 -3.11029 0.91735
N -0.73287 -2.46278 1.53173
N -0.20866 -3.30897 2.41425
H -1.49274 -6.01746 3.13604
H -0.18106 -5.24666 3.86193
H -2.33517 -2.67376 0.15068
*
```

Löwdin population analysis, charges in e, atoms 1 to 4: 1.028 0.103 -0.668 -0.178

---

No. 2
Formula: C6H18F2KNO12P2S2
Source: the Open Molecules 2025 dataset
Level of theory: ωB97M-V/def2-TZVPD

Properties
Kohn-Sham gap: 0.2523 hartree
energy: -94582.9778 eV

ORCA input file:
```
! wB97M-V def2-TZVPD RIJCOSX def2/J DEFGRID3
* xyz 0 1
K -0.19169 -4.16475 0.66621
N 2.76584 -6.43986 3.36370
S 3.85960 -5.52181 3.91282
O 4.40919 -4.59052 2.98548
O 4.62976 -6.02932 4.98706
F 2.84212 -4.65585 4.73715
S 3.84885 -7.68068 2.90750
O 3.69912 -8.82351 3.85166
O 5.14560 -7.43247 2.26064
F 2.91703 -8.14477 1.64138
C 0.56884 4.81047 1.83820
O 0.29288 3.57101 1.36109
P 1.57406 2.52719 1.35761
O 1.18675 1.15777 0.84505
O 1.95818 2.53898 2.90769
C 3.07445 1.84300 3.40598
O 2.78355 3.26369 0.52930
C 2.58186 3.78956 -0.80220
H 0.07978 5.33451 2.65936
H 0.31334 5.56762 1.09688
H 1.62594 5.01567 2.00714
H 2.66181 1.29266 4.25153
H 3.77872 2.60485 3.74017
H 3.61072 1.19028 2.71716
H 1.56592 3.63748 -1.16668
H 3.15135 3.27534 -1.57638
H 2.79950 4.85293 -0.90214
C -1.49930 0.22255 -4.19678
O -2.50528 0.87222 -3.55461
P -3.72771 0.18553 -2.68357
O -3.40011 -1.05027 -1.87990
O -4.32332 1.34519 -1.68000
C -4.80441 2.61235 -2.21114
O -4.96715 0.00780 -3.73075
C -5.70742 -1.18992 -3.83216
H -1.35392 -0.74241 -3.71115
H -0.56347 0.78141 -4.19523
H -1.82011 0.03335 -5.22117
H -5.75708 2.78282 -1.70968
H -5.02295 2.44946 -3.26652
H -4.17967 3.50521 -2.18637
H -5.66267 -1.64554 -4.82136
H -6.74617 -0.97287 -3.58315
H -5.49231 -1.98638 -3.11978
*
```

Löwdin population analysis, charges in e, atoms 1 to 4: 0.964 -0.289 0.331 -0.294

---

No. 3
Formula: C9H16O2
Source: the Open Molecules 2025 dataset
Level of theory: ωB97M-V/def2-TZVPD

Properties
Kohn-Sham gap: 0.3198 hartree
energy: -13684.2160 eV
SMILES string: C=C(C)OCCC(O)=C(C)C

ORCA input file:
```
! wB97M-V def2-TZVPD RIJCOSX def2/J DEFGRID3
* xyz 0 1
C -0.48434 -2.13852 -0.34830
C -1.15710 -1.00257 -0.34736
C -1.75616 -0.52906 -1.62588
O -1.53295 -0.44267 0.86376
C -1.82743 0.94251 0.86083
C -0.63762 1.83913 0.43481
C 0.39390 0.96219 -0.14293
O 0.42781 1.14180 -1.45302
C 1.39025 0.33989 0.42636
C 1.45953 0.04814 1.91366
C 2.39388 -0.51388 -0.46394
H -0.35662 -2.82708 -1.18055
H -0.05591 -2.68317 0.50800
H -2.83935 -0.75195 -1.50002
H -1.31602 -1.13131 -2.48996
H -1.70300 0.56664 -1.65123
H -2.08226 1.09531 1.95759
H -2.69659 1.10785 0.22799
H -0.79995 2.60222 -0.32933
H -0.23613 2.37808 1.25355
H 1.17501 0.74038 -1.86550
H 2.27534 0.69968 2.29455
H 0.54251 0.33534 2.25157
H 1.63274 -0.93067 2.20629
H 3.23175 -0.70849 0.29364
H 1.79055 -1.38646 -0.86083
H 2.76816 0.24665 -1.23376
*
```

Löwdin population analysis, charges in e, atoms 1 to 4: 0.021 -0.445 -0.029 -0.073

---

No. 4
Formula: FH2PS3
Source: the Open Molecules 2025 dataset
Level of theory: ωB97M-V/def2-TZVPD

Properties
Kohn-Sham gap: 0.3203 hartree
energy: -44545.9265 eV
SMILES string: FP(=S)(S)S

ORCA input file:
```
! wB97M-V def2-TZVPD RIJCOSX def2/J DEFGRID3
* xyz 0 1
F 1.70512 -1.07568 -0.12533
P 0.23103 -0.53325 0.28374
S -0.84723 -1.98629 0.97737
S -0.62379 0.22446 -1.70740
S 0.91374 1.15972 1.39454
H -1.93528 0.34157 -1.21539
H 0.55640 1.86948 0.39248
*
```

Löwdin population analysis, charges in e, atoms 1 to 4: -0.350 -0.238 0.176 0.334

---

No. 5
Formula: C6H16N2O
Source: the Open Molecules 2025 dataset
Level of theory: ωB97M-V/def2-TZVPD

Properties
Kohn-Sham gap: 0.3327 hartree
energy: -11508.2316 eV
SMILES string: CC[C@@](C)(N)N(C)CO

ORCA input file:
```
! wB97M-V def2-TZVPD RIJCOSX def2/J DEFGRID3
* xyz 0 1
C -2.78272 -0.53234 0.24760
C -1.35489 -0.95550 0.53396
C -0.12497 0.20698 0.11311
C -0.39890 0.84910 -1.25152
N -0.11999 1.27577 1.09995
N 1.10086 -0.51969 0.18606
C 1.41394 -1.37690 -0.94096
C 2.38200 0.40237 0.63906
O 2.42835 1.69450 0.13628
H -2.92706 -0.36968 -0.82102
H -3.48116 -1.31568 0.54734
H -3.03490 0.38637 0.77681
H -1.13958 -1.89893 0.03751
H -1.21178 -1.12236 1.60254
H -1.31008 1.44387 -1.20262
H 0.41603 1.51332 -1.52917
H -0.54013 0.10320 -2.02735
H -0.97596 1.81407 1.03249
H -0.04132 0.88587 2.03286
H 1.96375 -2.23731 -0.55742
H 0.53261 -1.76512 -1.44809
H 2.01544 -0.88827 -1.71526
H 3.29635 -0.10110 0.32568
H 2.27717 0.37591 1.72880
H 1.61695 2.13157 0.45334
*
```

Löwdin population analysis, charges in e, atoms 1 to 4: -0.131 -0.149 -0.554 -0.034

---

No. 6
Formula: C40H47FN3PPd
Source: the Open Molecules 2025 dataset
Level of theory: ωB97M-V/def2-TZVPD

Properties
Kohn-Sham gap: 0.1541 hartree
energy: -62195.6358 eV

ORCA input file:
```
! wB97M-V def2-TZVPD RIJCOSX def2/J DEFGRID3
* xyz -2 1
Pd -1.26228 -22.83002 2.16022
C 2.47931 -21.33637 -1.10354
C 1.06197 -20.85393 -0.72054
C 0.89171 -20.64037 0.83272
C -0.11895 -21.65037 -1.29052
C -0.58952 -21.21980 -2.53517
C -1.48351 -21.99615 -3.27715
C -1.95279 -23.10672 -2.66066
C -1.60182 -23.60035 -1.43051
C -2.20553 -24.92926 -1.02695
C -3.16390 -24.73164 0.18106
C -1.30794 -26.10844 -0.80623
C -0.59169 -22.88009 -0.70807
N -0.01975 -23.27597 0.49957
C 1.06351 -24.03369 0.43839
C 1.51068 -24.57072 -0.87099
C 2.62383 -25.30980 -1.03009
C 3.26518 -25.86929 0.07431
C 2.83697 -25.40205 1.33624
C 1.77646 -24.53776 1.49713
F 1.53399 -24.25861 2.81006
H 3.24322 -20.61891 -1.11884
H 2.45488 -21.72334 -2.10707
H 2.75171 -22.16427 -0.44521
H 0.80083 -19.80432 -1.14303
H 1.40333 -21.44057 1.37400
H -0.16750 -20.67157 1.18696
H 1.17938 -19.64355 1.15564
H -0.06840 -20.41576 -2.94558
H -1.78608 -21.73321 -4.31266
H -2.77023 -23.61190 -3.20047
H -2.75063 -25.03662 -1.93549
H -2.60518 -24.20332 0.92949
H -3.53073 -25.61845 0.69901
H -3.99054 -24.04427 -0.09125
H -0.89438 -26.02415 0.16237
H -0.51138 -26.25659 -1.54271
H -1.92092 -27.01136 -0.72605
H 1.01018 -24.17989 -1.77059
H 2.88816 -25.64828 -2.05301
H 4.01536 -26.68830 0.05335
H 3.29518 -25.71200 2.29828
C 2.37078 -23.86424 5.94140
C 2.89460 -22.69042 5.46495
C 2.05583 -21.67643 5.02313
C 0.61355 -21.84186 5.04542
C 0.10448 -22.97953 5.67980
C 0.98124 -24.02476 5.95625
P -0.41275 -20.46565 4.46980
C -0.28852 -19.37142 5.98941
C -0.58773 -18.02233 5.88839
C -0.40686 -17.03388 6.89515
C 0.06236 -17.57718 8.14313
C 0.26483 -18.94445 8.28254
C 0.09336 -19.84885 7.24010
C -2.14348 -21.18068 4.59371
C -3.07701 -20.52133 5.42676
C -4.41511 -20.93796 5.34875
C -4.75208 -22.06109 4.51051
C -3.80752 -22.56385 3.63579
C -2.50189 -22.16242 3.62447
H 2.94616 -24.71500 6.30210
H 3.94547 -22.54752 5.34408
H 2.46508 -20.87579 4.49735
H -0.95435 -23.12650 5.70821
H 0.49720 -24.94830 6.24302
H -0.99952 -17.69612 4.93459
H -0.56206 -15.97062 6.72670
H 0.29790 -16.94279 8.97087
H 0.66471 -19.34490 9.25607
H 0.38326 -20.84881 7.50797
H -2.83518 -19.70625 6.12707
H -5.18421 -20.46610 5.94639
H -5.80301 -22.35654 4.57640
H -4.12166 -23.42485 2.98428
C -4.70295 -18.55227 -0.51695
C -3.87644 -19.27968 0.51794
C -4.69539 -19.39849 1.83578
C -3.40472 -20.63689 0.08284
N -2.76746 -18.28770 0.98259
N -1.63987 -18.08356 0.16492
H -5.58479 -19.15151 -0.72723
H -4.27966 -18.36816 -1.53626
H -4.97885 -17.56824 -0.05651
H -5.53447 -19.98958 1.69934
H -4.95385 -18.47003 2.34601
H -4.12909 -20.01681 2.57541
H -4.23110 -21.25902 -0.33393
H -2.92588 -21.23236 0.94216
H -2.66459 -20.53943 -0.71317
H -2.46199 -18.74285 1.83169
H -1.97575 -17.70253 -0.75331
H -1.34252 -18.98886 -0.16279
*
```

Löwdin population analysis, charges in e, atoms 1 to 4: 0.416 -0.052 -0.330 -0.115

---

F_max per entry: 1.00; 4.98; 3.96; 2.06; 3.33; 3.29 eV Å⁻¹
Relative energy (zero: lowest compared OMol25 entry of this formula, charge and spin) per entry: 0.0000; 4.3973; 2.0875; 0.3081; 1.8232; 0.0000 eV